A cluster of 14 separate species, H28O14 in total. Source: the OMol25 dataset; level of theory: ωB97M-V/def2-TZVPD.

E_tot: -1069.8934 hartree
Gap between HOMO and LUMO: 7.3 eV
Lowest unoccupied orbital energy: -0.2896 eV
Strongest force on any atom: 6.5 eV Å⁻¹
Energy above the lowest of the compared OMol25 structures with the same formula, charge and spin: 8.369 eV

Structure (ORCA input):
```
! RIJCOSX wB97M-V def2-TZVPD def2/J DEFGRID3
* xyz 0 1
H 0.3555 0.8832 0.4181
H -0.2963 -0.5966 0.3553
H 2.3340 -0.5414 -1.2518
H 2.3440 -0.4462 0.2973
H -1.5238 -3.5714 -1.0750
H -0.0328 -4.1750 -1.0720
H -2.2727 -1.8567 2.4400
H -3.0205 -0.5989 1.9815
H 4.9615 -1.4269 1.0594
H 4.0992 -0.2448 0.8124
H 1.5942 3.9055 -0.9415
H 1.5574 3.1670 -2.1650
H -3.7799 -1.5189 -1.7166
H -4.0317 -1.8392 -0.2753
H -0.0104 1.4040 3.0754
H -1.3121 0.7646 2.6110
H -1.4469 5.1443 0.2205
H -1.6447 4.0617 1.2819
H -1.2746 1.6501 -0.3395
H -0.6610 0.7848 -1.4887
H -0.6541 -1.5308 -1.4008
H -0.8815 -0.9886 -2.7641
H 3.0434 -3.1367 0.1491
H 3.9050 -3.2185 1.4277
H -4.7451 0.1409 0.2874
H -3.5874 0.2196 -0.5727
H 4.4000 2.0455 -0.6403
H 2.9451 1.6790 -1.0432
O 0.5067 -0.0151 0.2831
O 2.2540 0.1142 -0.5458
O -0.8644 -4.1755 -0.6119
O -2.8312 -1.5400 1.8229
O 4.3309 -0.8403 1.5133
O 1.8191 3.1094 -1.2577
O -4.5164 -1.8549 -1.0930
O -0.5321 1.1153 2.2427
O -2.1329 4.7117 0.7158
O -1.4845 1.0831 -1.0464
O -0.3216 -0.8021 -1.9393
O 3.7510 -2.7200 0.6597
O -3.9039 0.4423 0.3294
O 3.8799 1.3518 -1.0316
*
```

A cluster of 14 separate species, H28O14 in total. Source: the OMol25 dataset; level of theory: ωB97M-V/def2-TZVPD.

E_tot: -1070.0173 hartree
Gap between HOMO and LUMO: 9.3 eV
Lowest unoccupied orbital energy: -0.3600 eV
Strongest force on any atom: 5.6 eV Å⁻¹
Energy above the lowest of the compared OMol25 structures with the same formula, charge and spin: 4.998 eV

Structure (ORCA input):
```
! RIJCOSX wB97M-V def2-TZVPD def2/J DEFGRID3
* xyz 0 1
O -4.0107 0.7822 -0.0170
H -3.1017 0.8886 -0.5426
H -3.6113 1.1114 0.8662
O 0.9600 2.2704 3.9445
H 0.9768 1.3537 4.2336
H 0.9898 2.2462 3.0189
O -1.3453 1.3808 -1.1844
H -1.3547 1.9729 -1.8536
H -0.9672 0.5689 -1.6098
O -1.6448 -0.7640 -3.4405
H -1.6260 -1.7097 -3.3611
H -2.4662 -0.4779 -3.2831
O 1.5986 -4.2772 1.4534
H 1.2464 -4.4151 0.5502
H 1.4645 -3.3117 1.5468
O -0.0561 -2.5634 -0.7344
H -0.4134 -3.2636 -0.2943
H 0.8813 -2.8108 -0.9368
O -2.1593 -1.0350 1.3654
H -3.0497 -1.2140 1.3924
H -1.9720 -0.7662 0.3452
O 1.6171 2.7639 -1.1117
H 1.9604 3.6276 -0.8090
H 2.5966 2.3366 -1.2259
O 2.6270 -3.1580 -1.3903
H 2.2424 -3.6846 -2.0535
H 3.2860 -2.5106 -1.9189
O 0.8913 2.7059 1.2494
H 0.6001 1.7925 0.8571
H 0.0630 3.2479 1.1139
O -3.3283 3.6693 -0.6612
H -3.9516 3.2981 -1.2250
H -3.8323 4.0707 0.0603
O 2.6889 0.2939 3.7998
H 3.5191 0.6479 4.0667
H 2.8245 0.6480 2.8008
O 1.5338 -1.6299 -2.8492
H 2.2552 -1.1117 -2.3360
H 1.4539 -1.0023 -3.5357
O 0.4959 -0.4690 1.1896
H -0.0550 -0.3555 1.9919
H 0.1728 -1.1471 0.5280
*
```

A cluster of 14 separate species, H28O14 in total. Source: the OMol25 dataset; level of theory: ωB97M-V/def2-TZVPD.

E_tot: -1070.1276 hartree
Gap between HOMO and LUMO: 9.1 eV
Lowest unoccupied orbital energy: -0.4979 eV
Strongest force on any atom: 3.2 eV Å⁻¹
Energy above the lowest of the compared OMol25 structures with the same formula, charge and spin: 1.995 eV

Structure (ORCA input):
```
! RIJCOSX wB97M-V def2-TZVPD def2/J DEFGRID3
* xyz 0 1
O 0.4986 -3.3703 -1.3891
H 1.2376 -2.8073 -1.5451
H 0.2906 -3.1793 -0.4971
O -2.5954 0.8277 0.6859
H -2.9254 0.0187 1.0709
H -3.2264 1.5217 1.0529
O -3.6624 -2.3043 0.6499
H -3.7384 -3.0683 0.0639
H -2.6994 -2.2803 0.6159
O -2.1224 -1.2263 -1.7631
H -2.5164 -2.0763 -1.7841
H -1.6414 -1.2703 -2.6281
O -0.6694 2.4537 -2.2901
H -0.7724 2.4827 -1.3221
H -1.3234 3.0967 -2.6431
O 0.2266 -0.0053 -0.2121
H -0.5374 -0.5443 -0.4861
H 0.0696 0.2577 0.6699
O 1.1686 0.0757 -3.0521
H 0.6146 0.6417 -2.5441
H 1.6956 0.5737 -3.6221
O -0.5134 2.7597 0.9409
H -1.2574 2.1347 0.9229
H -0.8974 3.4747 1.4109
O -0.9054 -2.4893 0.8889
H -0.4284 -1.9213 1.4239
H -1.2714 -3.1483 1.4879
O 3.3566 0.4617 1.2279
H 2.7816 -0.2893 1.4019
H 3.3116 0.8587 2.0989
O 1.7786 2.5057 2.6379
H 2.0006 3.3957 2.4809
H 0.9876 2.3707 2.1089
O -0.2704 -0.0643 2.4689
H 0.5196 -0.1073 2.9999
H -0.7354 0.6837 2.9239
O 2.0426 2.0147 -0.4711
H 2.4196 1.5427 0.2489
H 1.2916 1.3967 -0.4781
O 2.7726 -2.0743 -2.1751
H 2.1576 -1.3463 -2.0401
H 3.4866 -1.9783 -1.5391
*
```

A structure of composition H28O26S3Zn3. Source: the OMol25 dataset; level of theory: ωB97M-V/def2-TZVPD.

E_tot: -8505.7787 hartree
Gap between HOMO and LUMO: 5.0 eV
Lowest unoccupied orbital energy: -2.4008 eV
Strongest force on any atom: 4.3 eV Å⁻¹
Energy above the lowest of the compared OMol25 structures with the same formula, charge and spin: 1.764 eV

Structure (ORCA input):
```
! RIJCOSX wB97M-V def2-TZVPD def2/J DEFGRID3
* xyz 0 1
Zn 1.0344 2.7210 0.7652
Zn 0.4059 -1.6853 2.6627
Zn -2.9914 0.6466 -1.0627
S 2.3492 0.9842 3.2894
O 1.3528 -0.0937 3.0287
O 2.1203 2.0236 2.2607
O 2.0116 1.6069 4.5787
O 3.7350 0.5338 3.2346
S -1.2037 3.5043 -1.5848
O -0.5223 3.4249 -2.8621
O -2.0996 2.3204 -1.4107
O -0.1243 3.5247 -0.5604
O -2.0024 4.7147 -1.4357
S -0.0754 -0.3121 -0.1945
O -1.4892 -0.4393 -0.5614
O 0.2973 -1.3617 0.7625
O 0.7200 -0.4754 -1.4289
O 0.1663 0.9958 0.3848
O -4.4546 -0.7338 -0.5027
H -4.6460 -1.0997 0.3663
H -4.8574 -1.3506 -1.1272
O -0.8009 -3.3520 2.4746
H -0.4279 -4.1770 2.1362
H -1.7256 -3.5509 2.6491
O 2.6328 2.3669 -0.3999
H 3.1397 3.0472 -0.8550
H 2.7481 1.5643 -0.9493
O 3.2333 -3.0312 -0.1774
H 2.5037 -2.8713 -0.7747
H 3.4161 -2.1536 0.2215
O -2.0706 -3.2669 -1.1991
H -3.0270 -3.1910 -1.2000
H -1.7517 -2.3794 -0.9674
O 2.9550 0.4099 -2.4873
H 3.6761 -0.0317 -2.0261
H 2.1443 -0.0234 -2.1422
O -1.3065 -0.6278 3.2169
H -1.1138 0.2037 3.6723
H -2.2579 -0.6332 3.0927
O 0.0733 1.1559 -4.8661
H 0.1159 0.5103 -4.1377
H 0.2457 0.6357 -5.6563
O -3.2163 1.3379 0.9580
H -3.0642 2.1443 1.4631
H -3.6160 0.7246 1.5816
O 2.1999 -2.6262 2.4547
H 3.0488 -2.3695 2.0703
H 2.4032 -3.3666 3.0384
O -2.9815 -0.1078 -3.0601
H -2.1473 -0.6032 -3.2670
H -3.4252 -0.0113 -3.9076
O -0.3013 3.2290 2.2584
H -0.4667 2.6673 3.0237
H -1.1559 3.6186 2.0351
O 3.7620 -0.5283 0.7523
H 4.5547 -0.5673 1.2992
H 3.2599 0.2190 1.1558
O -0.6094 -1.1037 -3.5887
H -0.0351 -1.8359 -3.8345
H -0.3383 -0.8748 -2.6601
*
```

A cluster of 15 separate species, H29O15 in total. Source: the OMol25 dataset; level of theory: ωB97M-V/def2-TZVPD.

E_tot: -1145.9812 hartree
Gap between HOMO and LUMO: 9.5 eV
Lowest unoccupied orbital energy: 2.3955 eV
Strongest force on any atom: 3.8 eV Å⁻¹
Energy above the lowest of the compared OMol25 structures with the same formula, charge and spin: 2.485 eV

Structure (ORCA input):
```
! RIJCOSX wB97M-V def2-TZVPD def2/J DEFGRID3
* xyz -1 1
O 1.7663 2.5021 1.2718
H 2.5204 2.8008 1.7674
H -0.6355 0.2749 -2.7101
O 0.7103 -0.7234 1.2124
H 1.2118 -1.1790 1.9123
H 1.9563 -1.1504 0.4616
O -0.2529 0.1270 -3.6445
H -0.3031 1.6495 0.3212
H -2.0616 -3.9967 -2.0204
O -1.1124 -2.1272 -3.8576
H 4.8643 -0.5217 -0.9407
H -1.6442 -2.3058 -4.6278
O -0.8280 -3.8694 0.6025
H -0.9875 -3.0408 1.0642
H 2.1206 -1.1126 -1.3652
O -2.9213 2.2678 -0.0836
H -0.9904 3.6283 -1.3662
H -2.1405 1.7952 0.4191
O -0.8615 1.1169 0.9144
H -1.6611 -4.3089 0.4116
H -0.1785 0.3640 1.3440
O -1.1203 1.8206 3.6845
H -0.2920 2.2349 3.4175
H 1.6915 1.5589 1.0925
O 4.8950 0.1129 -1.6781
H 4.3181 0.8142 -1.3322
H 0.7197 0.1236 -3.4999
O -1.7286 3.8562 -1.9257
H -0.4605 -1.2544 -4.0392
O -3.5220 -1.2043 3.0777
H -3.9646 -1.0314 2.2467
H -2.3174 4.3756 -1.3824
O 1.4382 2.3395 4.6469
H 1.8915 2.1125 3.8368
H 0.6651 1.8411 4.9051
O 2.1094 -1.0467 -2.3392
H 3.0410 -0.8827 -2.5508
H -0.8689 1.0563 3.1425
O -2.4068 -3.8228 -2.9019
H -3.3032 1.5253 -0.5549
H -3.1904 -0.3622 3.4631
O 3.0290 -1.2842 0.3641
H -2.1027 -2.8900 -2.7781
H 2.9072 -2.1836 0.0188
*
```

The ion H2I2O2P with charge +1. Source: the OMol25 dataset; level of theory: ωB97M-V/def2-TZVPD.

E_tot: -1088.1932 hartree
Gap between HOMO and LUMO: 8.7 eV
Lowest unoccupied orbital energy: -6.2517 eV
Strongest force on any atom: 5.2 eV Å⁻¹
Energy above the lowest of the compared OMol25 structures with the same formula, charge and spin: 1.082 eV

Structure (ORCA input):
```
! RIJCOSX wB97M-V def2-TZVPD def2/J DEFGRID3
* xyz 1 1
O 0.0834 0.9348 -1.1127
O 0.1336 -0.7072 1.0377
P 0.6015 -0.4632 -0.7566
I -0.4352 -2.1785 -2.0905
I 2.9847 -0.3502 -0.7623
H -0.8591 1.0992 -1.2473
H 0.3717 -1.5555 1.4184
*
```